1.
{"formula": "C29H69O29P4V", "method": "the ωB97M-V functional and the def2-TZVPD basis", "e_homo_ev": -9.99, "energy_ha": -5638.1184, "mol_weight_g_mol": 1056.68, "max_force_ev_per_a": 4.23, "orbital_gap_ev": 8.30, "species": ["O", "V", "O", "O", "C", "O", "O", "H", "C", "O", "P", "O", "O", "C", "O", "C", "H", "H", "H", "H", "H", "H", "H", "H", "H", "C", "O", "P", "O", "O", "C", "O", "C", "H", "H", "H", "H", "H", "H", "H", "H", "H", "C", "O", "P", "O", "O", "C", "O", "C", "H", "H", "H", "H", "H", "H", "H", "H", "H", "C", "O", "P", "O", "O", "C", "O", "C", "H", "H", "H", "H", "H", "H", "H", "H", "H", "O", "C", "O", "C", "C", "C", "H", "H", "H", "H", "H", "H", "H", "H", "O", "C", "O", "C", "C", "C", "H", "H", "H", "H", "H", "H", "H", "H", "O", "C", "O", "C", "C", "C", "H", "H", "H", "H", "H", "H", "H", "H", "O", "C", "O", "C", "C", "C", "H", "H", "H", "H", "H", "H", "H", "H"], "coordinates": [[1.8258, 1.6323, -5.1060], [2.5221, 1.7153, -3.6740], [4.0420, 2.2692, -3.8410], [1.3090, 0.1979, -0.0242], [1.7789, 0.8382, -1.1352], [2.9267, 1.1751, -1.1440], [1.0802, 1.0060, -2.1574], [2.1606, 0.3891, 0.3755], [-0.2955, -1.7281, -3.2779], [-0.9094, -2.7667, -4.0701], [-1.1558, -4.2351, -3.3825], [0.1257, -4.9211, -2.9439], [-2.3717, -3.9861, -2.2958], [-2.7496, -5.1189, -1.5618], [-1.9473, -5.0856, -4.4913], [-2.9089, -4.4738, -5.3185], [0.2494, -2.1900, -2.4546], [-0.9930, -0.9652, -2.9322], [0.3816, -1.1827, -3.9354], [-3.7649, -5.4756, -1.7350], [-2.6577, -4.8152, -0.5190], [-2.0981, -5.9868, -1.6641], [-2.8621, -3.3857, -5.2752], [-3.8896, -4.7498, -4.9310], [-2.6629, -4.7085, -6.3541], [0.5754, 3.9797, -0.1857], [1.5342, 4.9184, -0.7861], [1.6175, 5.0863, -2.4161], [1.9934, 3.8248, -3.1014], [2.5979, 6.4053, -2.6393], [2.7590, 7.0829, -3.8825], [0.0904, 5.6213, -2.7846], [-0.5349, 6.7482, -2.1643], [-0.1993, 3.7278, -0.9100], [0.0332, 4.4212, 0.6504], [1.0286, 3.0475, 0.1515], [2.1962, 6.6571, -4.7132], [3.8226, 7.1335, -4.1156], [2.3654, 8.0892, -3.7390], [-1.3055, 7.0770, -2.8616], [0.1742, 7.5697, -2.0621], [-0.9987, 6.4810, -1.2148], [-1.8108, 2.5947, -3.8439], [-2.8258, 1.6219, -3.5688], [-4.3215, 2.1321, -3.2074], [-4.6967, 3.4411, -3.7789], [-4.3959, 2.0084, -1.5979], [-3.8777, 2.9980, -0.8061], [-5.1215, 0.8486, -3.7176], [-5.2923, 0.6672, -5.1311], [-1.6739, 2.7422, -4.9152], [-0.8100, 2.2591, -3.5720], [-1.9845, 3.5793, -3.4098], [-3.5888, 3.8948, -1.3541], [-3.0205, 2.6423, -0.2345], [-4.5938, 3.2572, -0.0263], [-4.6847, 1.3070, -5.7712], [-6.3393, 0.9445, -5.2534], [-5.1512, -0.3607, -5.4651], [-4.1570, -2.4222, 3.8439], [-3.5336, -1.5177, 2.9456], [-3.9416, -1.5608, 1.4296], [-3.7939, -2.8752, 0.7484], [-5.4116, -0.8085, 1.4140], [-5.9520, -0.1509, 0.2461], [-2.9343, -0.4617, 0.8284], [-2.1641, -0.6521, -0.3793], [-4.6359, -1.8977, 4.6707], [-3.3777, -3.0703, 4.2448], [-4.8413, -3.1140, 3.3527], [-5.1934, -0.1806, -0.5361], [-6.0388, 0.8872, 0.5669], [-6.9462, -0.4176, -0.1126], [-2.6802, -1.2335, -1.1433], [-1.1232, -0.9115, -0.1861], [-2.1369, 0.3343, -0.8424], [-1.4114, -5.1176, 4.2632], [-0.3072, -4.5857, 4.2285], [0.2267, -3.8413, 3.2922], [-0.5299, -3.5186, 2.0994], [0.4204, -3.2477, 0.8885], [0.5972, -4.9670, 5.3277], [-1.1989, -2.6791, 2.2886], [-1.1859, -4.3505, 1.8430], [-0.1632, -3.0685, -0.0145], [0.9719, -4.1267, 0.5551], [1.0863, -2.4100, 1.0959], [0.5767, -4.2985, 6.1884], [1.6301, -4.9413, 4.9805], [0.3690, -5.9685, 5.6924], [-2.9509, 3.1045, 2.0313], [-2.7481, 2.2388, 2.8886], [-1.6688, 1.4663, 3.1279], [-0.5770, 1.4353, 2.2528], [0.6378, 2.1198, 2.9378], [-3.7884, 2.0743, 3.9166], [-0.6788, 1.8903, 1.2675], [-0.4502, 0.3643, 2.0946], [0.9668, 1.5154, 3.7830], [0.3961, 3.1418, 3.2296], [1.4007, 2.2049, 2.1639], [-3.8938, 3.0148, 4.4574], [-3.4347, 1.2496, 4.5352], [-4.7740, 1.8534, 3.5070], [4.7860, 1.6341, 2.7257], [5.9699, 1.9085, 2.4913], [6.6704, 1.6187, 1.2967], [5.9548, 0.9934, 0.2601], [6.9666, 0.0319, -0.3592], [6.9176, 2.4103, 3.5798], [5.6614, 1.7140, -0.5033], [4.9650, 0.6149, 0.5152], [6.3662, -0.6663, -0.9424], [7.4221, -0.6438, 0.3647], [7.7162, 0.5194, -0.9826], [7.4550, 1.5799, 4.0378], [6.4180, 2.9704, 4.3703], [7.6658, 2.9994, 3.0495], [4.5414, -1.8261, 1.3549], [3.8218, -2.0834, 2.3221], [4.0189, -3.2682, 2.9283], [4.8092, -4.3011, 2.4842], [4.8659, -5.4233, 3.4726], [2.8421, -1.0979, 2.9754], [5.8180, -3.8967, 2.4012], [4.6156, -4.5838, 1.4495], [3.8600, -5.8204, 3.6089], [5.1031, -5.0762, 4.4783], [5.5085, -6.2596, 3.1974], [3.4025, -0.6293, 3.7843], [2.0223, -1.5473, 3.5358], [2.4825, -0.2684, 2.3666]], "atomic_forces_ev_per_a": [[0.994, -0.227, 1.651], [0.817, 2.957, 0.272], [-2.699, -1.751, -0.009], [0.004, 1.103, -1.188], [-1.866, -1.155, -0.759], [4.051, 1.158, 0.417], [-1.697, -0.017, -2.197], [0.456, -0.878, 1.996], [0.363, 0.028, -0.238], [-0.917, -1.346, 0.987], [1.240, -0.491, 0.165], [-3.092, 1.545, -0.458], [1.949, 0.717, -1.950], [0.020, -0.990, 1.938], [1.671, 0.440, 0.590], [-0.406, 0.939, -0.093], [0.092, 0.269, 0.067], [-0.395, -0.416, 0.093], [0.176, -0.286, 0.002], [-0.091, 0.500, -0.367], [-0.359, -0.147, 0.104], [0.279, 0.125, -0.430], [0.113, 0.083, 0.204], [-0.117, -0.289, -0.643], [-0.519, -0.492, 0.096], [-0.467, 0.007, -0.808], [0.313, 0.233, -1.369], [-1.315, 1.774, 1.682], [-0.527, 0.276, -0.162], [-1.612, -2.967, 1.322], [-0.254, 0.529, -0.424], [2.224, -1.537, -0.322], [0.104, 0.357, -0.335], [0.058, -0.099, -0.197], [0.519, 0.469, 0.015], [0.483, 0.327, -0.208], [0.116, -0.360, 0.110], [-0.144, -0.134, 0.009], [0.157, 0.069, 0.014], [-0.029, -0.128, 0.086], [0.027, -0.047, 0.286], [0.214, -0.041, 0.019], [0.831, 0.416, -0.748], [-0.121, 0.814, 0.213], [0.636, -0.439, -0.158], [0.339, -0.807, 0.493], [-1.195, -1.837, -2.932], [0.914, 1.520, 1.829], [0.764, 0.352, 0.992], [-1.150, 0.468, -0.281], [-0.610, 0.011, -0.215], [-0.308, -0.470, 0.736], [-0.241, -0.155, 0.179], [-0.143, 0.077, -0.093], [0.176, -0.165, -0.276], [-0.173, 0.172, -0.199], [0.191, 0.168, 0.388], [0.043, -0.130, -0.651], [0.159, -0.063, 0.633], [0.221, -1.158, 0.700], [-0.321, 0.552, -0.257], [-0.192, 0.353, -1.947], [-0.675, 1.158, 0.732], [1.026, -1.517, 0.292], [1.227, 1.100, 0.253], [-0.378, -0.435, 0.279], [-0.432, 1.205, -0.497], [-0.063, 0.166, -0.287], [0.100, 0.094, 0.126], [-0.244, 0.305, -0.124], [-0.408, -0.026, -0.270], [0.023, 0.152, -0.223], [0.229, -0.948, 0.413], [0.163, -0.713, 0.488], [-0.286, -0.508, 0.189], [0.125, 0.269, 0.123], [0.266, 1.414, -1.232], [-1.882, -2.286, 1.088], [0.258, 0.853, -0.858], [0.042, -0.407, -1.311], [-0.567, -0.367, 0.768], [1.907, 0.161, 0.664], [0.259, 0.181, 0.192], [0.050, -0.128, 0.224], [-0.377, 0.514, 0.220], [0.320, -0.120, 0.647], [0.027, -0.064, -0.194], [-0.308, 0.199, -0.101], [0.135, -0.060, 0.028], [-0.172, 0.171, -0.208], [1.863, -1.714, 0.509], [-0.873, 2.023, -1.077], [-1.822, 1.037, -0.304], [1.727, 0.111, 0.055], [-0.711, -0.735, -0.883], [-0.037, -1.006, 0.970], [-0.912, 0.129, 0.107], [0.536, 0.073, -0.145], [0.192, 0.292, -0.008], [-0.155, -0.110, 0.191], [0.422, -0.172, 0.314], [0.181, -0.127, 0.168], [-0.565, 0.166, 0.516], [0.221, -0.115, -0.261], [2.502, 0.778, -1.265], [-1.010, -1.719, 0.191], [-1.613, 1.580, 3.383], [0.222, -0.157, -1.531], [-1.343, -0.978, -0.106], [0.156, 0.149, -1.149], [0.365, 0.511, -0.035], [0.563, -0.664, 0.740], [0.159, 0.048, -0.586], [0.174, 0.408, 0.294], [-0.097, 0.021, 0.168], [-0.175, -0.200, -0.143], [-0.124, -0.036, -0.346], [0.103, 0.246, 0.376], [-1.638, 0.281, 1.082], [2.207, -0.090, -2.114], [-3.339, 1.298, 2.208], [2.960, 0.174, -1.401], [-1.443, -0.372, 0.732], [0.511, -0.626, 0.947], [0.374, 0.090, -0.070], [-0.676, -0.226, 0.067], [-0.159, -0.300, -0.173], [0.471, 0.188, -0.129], [0.114, 0.324, -0.195], [0.363, 0.206, -0.071], [-0.114, -0.458, -0.505], [0.305, -0.478, -0.316]]}


2.
{"formula": "C18H22BrCdN4O2S3", "method": "the ωB97M-V functional and the def2-TZVPD basis", "e_homo_ev": -11.91, "total_charge": 1, "energy_ha": -5004.7840, "mol_weight_g_mol": 614.92, "max_force_ev_per_a": 0.19, "orbital_gap_ev": 8.79, "species": ["Cd", "C", "C", "C", "C", "C", "Br", "N", "C", "H", "H", "H", "H", "H", "H", "O", "S", "O", "N", "C", "S", "C", "C", "C", "C", "C", "C", "H", "H", "H", "H", "C", "N", "C", "C", "S", "N", "C", "C", "H", "H", "H", "H", "H", "H", "H", "H", "H", "H", "H", "H"], "coordinates": [[1.2938, 0.0539, 0.8937], [2.3918, -3.8518, 4.8690], [2.6138, -3.4341, 3.4455], [3.3525, -4.2138, 2.5564], [3.5294, -3.8124, 1.2462], [2.9558, -2.6153, 0.8574], [3.1302, -2.0068, -0.9180], [2.2559, -1.8490, 1.6827], [2.0845, -2.2574, 2.9498], [3.3421, -4.0359, 5.3701], [1.8112, -4.7739, 4.9123], [1.8549, -3.0873, 5.4271], [3.7892, -5.1463, 2.8925], [4.0902, -4.4047, 0.5391], [1.4892, -1.6070, 3.5794], [-0.7246, -2.0918, -2.4789], [-1.0817, -0.7910, -2.0148], [-0.7336, 0.3559, -2.8115], [-0.4843, -0.5461, -0.4733], [-1.4406, -0.3229, 0.4014], [-1.0523, 0.1133, 1.9964], [-2.8096, -0.4292, -0.1497], [-4.0217, -0.2895, 0.5033], [-5.1840, -0.4359, -0.2436], [-5.1307, -0.7129, -1.6061], [-3.9128, -0.8500, -2.2655], [-2.7724, -0.6999, -1.5076], [-4.0543, -0.0778, 1.5640], [-6.1460, -0.3370, 0.2403], [-6.0515, -0.8252, -2.1624], [-3.8655, -1.0670, -3.3239], [-1.2401, 2.9895, -0.7252], [0.1326, 3.1231, -0.2330], [0.2375, 3.6771, 1.1137], [1.1738, 2.5522, -0.8572], [2.5550, 1.9768, 0.0529], [1.1577, 2.4269, -2.1761], [0.3292, 3.2599, -3.0435], [2.0302, 1.5030, -2.8972], [-1.8510, 2.6260, 0.1034], [-1.2817, 2.2612, -1.5320], [-1.6467, 3.9438, -1.0622], [-0.4049, 4.5560, 1.1636], [1.2599, 3.9698, 1.3266], [-0.0999, 2.9548, 1.8604], [-0.0016, 4.1458, -2.5107], [-0.5284, 2.7027, -3.4212], [0.9448, 3.5712, -3.8866], [2.3260, 0.6831, -2.2525], [2.9219, 2.0192, -3.2551], [1.4668, 1.1069, -3.7397]], "atomic_forces_ev_per_a": [[0.051, -0.070, 0.126], [-0.001, -0.001, 0.000], [-0.006, 0.002, 0.003], [0.000, 0.000, -0.004], [-0.004, 0.000, 0.007], [-0.006, 0.011, 0.000], [0.007, -0.030, 0.002], [-0.006, -0.004, -0.026], [0.003, 0.002, 0.002], [0.000, 0.002, 0.001], [0.002, -0.001, 0.000], [-0.001, -0.001, 0.001], [0.001, 0.000, 0.001], [0.000, 0.000, -0.001], [0.001, -0.001, 0.002], [0.016, 0.027, -0.032], [-0.028, -0.103, 0.131], [-0.127, -0.141, -0.031], [-0.055, 0.139, -0.078], [0.060, 0.021, -0.057], [-0.002, -0.034, 0.022], [-0.011, -0.008, 0.042], [0.006, -0.002, 0.006], [0.000, 0.001, 0.010], [-0.003, -0.003, -0.011], [0.004, 0.006, -0.005], [-0.010, -0.013, -0.053], [0.000, -0.002, -0.002], [0.001, 0.001, 0.000], [0.001, -0.001, -0.002], [-0.002, -0.001, -0.001], [-0.052, -0.093, 0.087], [0.015, -0.002, 0.034], [-0.003, 0.024, -0.014], [-0.136, -0.070, -0.025], [-0.004, 0.052, -0.024], [0.064, 0.035, -0.040], [0.061, 0.082, -0.129], [0.031, 0.035, -0.060], [0.001, 0.011, 0.017], [-0.040, 0.060, 0.124], [-0.004, -0.008, 0.015], [0.000, 0.005, 0.008], [-0.010, -0.002, -0.005], [0.003, -0.001, -0.014], [0.054, 0.005, -0.053], [0.069, 0.037, -0.025], [0.016, 0.002, 0.005], [0.007, 0.002, 0.003], [0.008, 0.007, 0.015], [0.028, 0.023, 0.027]]}


3.
{"formula": "C8H17IN", "method": "the ωB97M-V functional and the def2-TZVPD basis", "e_homo_ev": -11.40, "total_charge": 1, "energy_ha": -667.0438, "mol_weight_g_mol": 254.14, "max_force_ev_per_a": 4.44, "orbital_gap_ev": 7.28, "species": ["C", "C", "C", "C", "C", "C", "C", "C", "N", "I", "H", "H", "H", "H", "H", "H", "H", "H", "H", "H", "H", "H", "H", "H", "H", "H", "H"], "coordinates": [[0.0616, 1.2087, -0.9461], [1.0385, 0.3030, -1.3277], [2.2480, 0.1310, -0.5519], [-0.9271, 1.4244, -2.0349], [0.0880, -0.4574, 3.5744], [0.9130, -0.2650, -2.6369], [-0.4866, 0.1922, -3.0158], [-1.4664, -0.5364, 1.5916], [-1.0535, -1.0750, 3.0253], [-2.1119, -2.3841, 0.5449], [0.4059, 1.9247, -0.2239], [3.1092, 0.7062, -1.0151], [2.0852, 0.6630, 0.3869], [2.5401, -0.9416, -0.4238], [-1.0534, 2.4123, -2.2839], [-1.8851, 1.0716, -1.6773], [-0.4579, 0.3946, 0.0080], [0.7243, -0.9776, 4.3006], [0.8072, -0.1877, 2.7715], [-0.1846, 0.4292, 4.1460], [1.0016, -1.2888, -2.5611], [1.7395, 0.0965, -3.2589], [-0.5944, 0.6948, -4.0432], [-1.2884, -0.5912, -2.7913], [-2.3544, -0.0073, 1.8042], [-1.8136, -0.8540, 3.6573], [-1.0850, -2.0860, 2.9812]], "atomic_forces_ev_per_a": [[-0.349, -1.409, 1.627], [1.506, 1.240, 0.735], [1.356, 0.056, 0.951], [0.030, -4.337, 0.932], [3.722, 1.663, 0.684], [-1.550, 1.725, -0.604], [-2.513, 2.234, -1.697], [1.404, -1.123, -0.733], [-2.220, -0.290, -0.838], [0.146, 0.781, 0.249], [-0.117, 0.639, 0.313], [-0.927, -0.835, 0.089], [0.331, -0.514, 0.363], [-0.111, 0.951, -0.047], [0.206, 2.166, -1.466], [-0.483, 0.421, 0.143], [0.521, 0.415, -0.425], [-0.748, -0.871, -0.190], [-0.738, 0.011, 0.378], [-0.174, 0.240, -0.508], [0.272, -2.511, -0.190], [-0.107, 0.081, -0.008], [0.166, -1.685, 1.105], [1.365, 0.864, -0.875], [-1.184, 0.559, 0.011], [-0.484, -0.100, 0.043], [0.680, -0.371, -0.041]]}


4.
{"formula": "CH4OP2", "method": "the ωB97M-V functional and the def2-TZVPD basis", "e_homo_ev": -8.65, "energy_ha": -798.3944, "smiles": "CP=[PH]=O", "mol_weight_g_mol": 93.99, "max_force_ev_per_a": 2.57, "orbital_gap_ev": 7.85, "species": ["C", "O", "P", "P", "H", "H", "H", "H"], "coordinates": [[-0.3627, 0.8404, -0.2055], [3.9021, -0.2900, -0.1573], [2.4320, -0.3678, -0.2880], [1.3013, 1.1417, 0.5310], [-0.7426, -0.1131, -0.7319], [-0.4685, 1.5278, -1.0270], [-1.0281, 1.1104, 0.5573], [2.0820, -1.1535, -1.3813]], "atomic_forces_ev_per_a": [[-0.054, -1.616, -1.996], [0.067, -0.628, 0.153], [0.525, 2.150, 0.520], [0.419, -1.480, -0.616], [1.078, 0.920, 1.333], [-0.058, 0.769, -0.158], [-1.285, 0.248, 0.925], [-0.693, -0.364, -0.161]]}